1.
{"formula": "C2H2FN3", "method": "wB97M-V/def2-TZVPD", "elements": ["C", "C", "N", "N", "N", "F", "H", "H"], "positions_angstrom": [[1.62, -1.88, -0.02], [1.32, -0.55, 0.00], [1.93, -3.00, -0.05], [2.89, 0.54, 0.08], [0.19, 0.12, -0.01], [2.35, 1.79, 0.08], [-0.70, -0.36, -0.06], [0.23, 1.13, -0.01]], "lowdin_charge": [-0.2515, -0.2270, 0.1617, 0.1406, 0.1138, -0.1655, 0.1255, 0.1025], "e_homo_ev": [-10.632, -7.922], "de_lowest_kcal_mol": 125.7, "orbital_gap_ev": [10.26, 7.08], "e_lumo_ev": [-0.37, -0.84]}



2.
{"formula": "BH3IO2PYb", "method": "wB97M-V/def2-TZVPD", "elements": ["O", "B", "O", "P", "I", "H", "H", "H", "Yb"], "positions_angstrom": [[0.34, 1.27, 0.33], [0.25, -0.18, -0.05], [1.39, -1.13, 0.10], [-1.51, -0.73, -0.71], [-2.82, -1.01, 1.40], [1.01, 1.75, -0.26], [1.63, -1.53, -0.80], [-2.08, 0.30, -1.54], [1.78, 1.25, 1.52]], "lowdin_charge": [-0.1432, -0.7566, -0.0083, 0.4822, 0.4952, 0.1335, 0.1709, -0.0765, 1.7029], "e_homo_ev": -15.517, "de_lowest_kcal_mol": 48.3, "charge": 2, "orbital_gap_ev": 5.15, "e_lumo_ev": -10.37}



3.
{"formula": "C2H9N5O2", "method": "wB97M-V/def2-TZVPD", "elements": ["C", "N", "C", "O", "O", "H", "H", "H", "H", "H", "N", "N", "N", "N", "H", "H", "H", "H"], "positions_angstrom": [[-1.85, 0.24, -0.81], [-0.27, -0.81, 1.04], [-0.62, 0.46, 0.03], [-0.32, -0.38, 2.34], [-0.55, 1.50, 0.77], [-0.42, 0.61, 2.16], [-0.75, -1.71, 0.97], [-2.72, 0.51, -0.20], [-1.79, 0.91, -1.67], [-1.93, -0.78, -1.20], [0.61, -0.63, -1.96], [2.08, 0.58, 0.90], [0.74, 0.23, -0.85], [1.60, -0.33, 0.09], [1.30, -0.37, -2.65], [0.77, -1.61, -1.71], [1.47, 1.38, 1.11], [2.66, 0.20, 1.64]], "lowdin_charge": [-0.0241, -0.0434, -0.5899, -0.0819, -0.1161, 0.0784, 0.1217, 0.0884, 0.0841, 0.0653, 0.0325, 0.1148, -0.1520, 0.0327, 0.0760, 0.0808, 0.1114, 0.1212], "e_homo_ev": [-8.136, -8.135], "de_lowest_kcal_mol": 45.5, "orbital_gap_ev": [7.89, 7.88], "e_lumo_ev": [-0.25, -0.25]}



4.
{"formula": "C28H31N4O8S", "method": "wB97M-V/def2-TZVPD", "elements": ["C", "N", "C", "C", "C", "C", "C", "C", "C", "C", "O", "N", "C", "C", "S", "N", "C", "C", "O", "C", "C", "H", "H", "H", "H", "H", "H", "H", "H", "H", "H", "H", "H", "H", "H", "H", "H", "H", "C", "C", "O", "C", "C", "C", "O", "O", "C", "C", "C", "C", "C", "C", "N", "O", "O", "C", "C", "O", "H", "H", "H", "H", "H", "H", "H", "H", "H", "H", "H", "H", "H", "H"], "positions_angstrom": [[-6.39, 0.71, 2.13], [-5.31, 1.01, 3.04], [-5.48, 2.23, 3.79], [-4.08, 0.34, 2.98], [-3.06, 0.73, 2.08], [-1.80, 0.15, 2.14], [-1.47, -0.82, 3.12], [-0.13, -1.29, 3.34], [0.98, -0.50, 3.17], [2.27, -1.13, 2.93], [2.40, -2.34, 2.72], [3.41, -0.28, 2.96], [4.70, -0.95, 2.83], [3.38, 1.10, 2.95], [4.74, 2.08, 2.96], [2.10, 1.65, 2.93], [2.03, 3.12, 3.00], [0.96, 0.95, 3.40], [0.05, 1.55, 3.97], [-2.55, -1.30, 3.90], [-3.80, -0.74, 3.86], [-6.22, -0.26, 1.64], [-7.33, 0.67, 2.70], [-6.50, 1.49, 1.36], [-4.64, 2.36, 4.49], [-5.54, 3.11, 3.13], [-6.42, 2.18, 4.36], [-3.27, 1.53, 1.38], [-1.03, 0.47, 1.44], [0.01, -2.29, 3.74], [5.48, -0.19, 2.85], [4.84, -1.64, 3.68], [4.74, -1.51, 1.89], [0.98, 3.42, 2.97], [2.50, 3.47, 3.92], [2.59, 3.51, 2.15], [-2.34, -2.13, 4.58], [-4.61, -1.09, 4.51], [4.44, -5.73, 3.92], [3.35, -5.49, 4.93], [2.29, -4.84, 4.21], [1.17, -4.79, 4.95], [-0.09, -4.51, 4.23], [-0.13, -4.39, 2.76], [-1.01, -3.82, 2.10], [0.88, -4.97, 2.12], [0.80, -4.76, 0.68], [2.04, -5.46, 0.22], [-1.32, -4.79, 4.89], [-2.60, -4.62, 4.27], [-3.77, -5.13, 4.82], [-3.74, -5.76, 6.08], [-4.95, -6.11, 6.75], [-4.86, -6.59, 7.91], [-6.04, -5.92, 6.17], [-2.51, -5.89, 6.76], [-1.37, -5.34, 6.22], [1.27, -5.04, 6.16], [5.36, -5.99, 4.45], [4.17, -6.59, 3.29], [4.62, -4.86, 3.28], [2.98, -6.46, 5.31], [3.67, -4.87, 5.78], [-0.13, -5.21, 0.30], [0.81, -3.68, 0.47], [2.15, -5.41, -0.86], [2.91, -5.00, 0.70], [1.99, -6.51, 0.53], [-2.66, -4.07, 3.33], [-4.72, -5.05, 4.30], [-2.49, -6.40, 7.73], [-0.45, -5.37, 6.80]], "lowdin_charge": [-0.0853, -0.2543, -0.0815, -0.2493, 0.0017, -0.0173, -0.1762, 0.1072, -0.0326, -0.3306, 0.0962, -0.0486, -0.0596, -0.6937, 0.6880, -0.0585, -0.0911, -0.3432, 0.0816, 0.0009, 0.0133, 0.0919, 0.0773, 0.0753, 0.0930, 0.0761, 0.0773, 0.1147, 0.1212, 0.1067, 0.0097, 0.0988, 0.0976, 0.0862, 0.0809, 0.0644, 0.1105, 0.1242, -0.0775, -0.2302, -0.0301, -0.4311, -0.0477, -0.4730, 0.0275, -0.0162, -0.2206, -0.0780, -0.1405, -0.0410, -0.0046, -0.1984, -0.3511, -0.0003, 0.0020, -0.0052, -0.0100, 0.0059, 0.0692, 0.0768, 0.0737, 0.1283, 0.1238, 0.1256, 0.1248, 0.0693, 0.0767, 0.0816, 0.0903, 0.1096, 0.1105, 0.0873], "e_homo_ev": -4.280, "charge": -1, "orbital_gap_ev": 5.23, "e_lumo_ev": 0.95}



5.
{"formula": "C36H60O36", "method": "wB97M-V/def2-TZVPD", "elements": ["C", "C", "O", "C", "O", "O", "H", "H", "H", "H", "C", "C", "O", "C", "O", "O", "H", "H", "H", "H", "C", "C", "O", "C", "O", "O", "H", "H", "H", "H", "C", "C", "O", "C", "O", "O", "H", "H", "H", "H", "C", "C", "O", "C", "O", "O", "H", "H", "H", "H", "C", "C", "O", "C", "O", "O", "H", "H", "H", "H", "C", "O", "C", "O", "O", "C", "H", "H", "H", "H", "H", "H", "C", "O", "C", "O", "O", "C", "H", "H", "H", "H", "H", "H", "C", "O", "C", "O", "O", "C", "H", "H", "H", "H", "H", "H", "C", "O", "C", "O", "O", "C", "H", "H", "H", "H", "H", "H", "C", "O", "C", "O", "O", "C", "H", "H", "H", "H", "H", "H", "C", "O", "C", "O", "O", "C", "H", "H", "H", "H", "H", "H"], "positions_angstrom": [[2.41, -5.07, 0.33], [1.33, -4.90, 1.39], [1.39, -3.49, 1.69], [2.58, -3.00, 1.28], [3.03, -1.95, 1.61], [3.24, -3.92, 0.54], [2.01, -5.08, -0.69], [2.98, -5.96, 0.57], [1.63, -5.41, 2.30], [0.33, -5.17, 1.06], [-2.30, 2.53, -3.84], [-1.15, 1.54, -3.63], [-1.76, 0.53, -2.81], [-2.89, 1.02, -2.26], [-3.46, 0.47, -1.36], [-3.21, 2.21, -2.79], [-2.73, 2.46, -4.83], [-1.97, 3.56, -3.68], [-0.31, 1.97, -3.09], [-0.81, 1.13, -4.58], [-4.54, -0.26, 4.90], [-3.75, -0.34, 6.21], [-4.39, 0.63, 7.03], [-5.20, 1.42, 6.27], [-5.80, 2.35, 6.69], [-5.21, 0.98, 5.00], [-5.32, -1.02, 4.79], [-3.88, -0.32, 4.04], [-2.70, -0.06, 6.06], [-3.87, -1.33, 6.63], [-0.92, -1.06, 1.90], [-1.56, -1.32, 0.52], [-0.54, -0.84, -0.36], [0.24, 0.04, 0.28], [1.14, 0.64, -0.22], [0.10, -0.11, 1.62], [-0.52, -1.94, 2.38], [-1.67, -0.59, 2.54], [-2.46, -0.74, 0.36], [-1.69, -2.39, 0.36], [-3.22, -3.96, -1.85], [-2.54, -2.75, -2.52], [-3.56, -2.24, -3.36], [-4.48, -3.21, -3.60], [-5.27, -3.18, -4.48], [-4.37, -4.19, -2.68], [-3.61, -3.74, -0.85], [-2.65, -4.88, -1.82], [-1.63, -3.08, -3.02], [-2.34, -1.98, -1.78], [0.06, -4.41, 4.88], [1.35, -3.71, 5.28], [2.21, -4.81, 5.54], [1.78, -5.88, 4.85], [2.40, -6.86, 4.62], [0.55, -5.63, 4.31], [-0.47, -3.87, 4.09], [-0.63, -4.63, 5.69], [1.16, -3.15, 6.20], [1.76, -3.01, 4.55], [8.57, 0.21, -1.48], [7.22, -0.10, -1.16], [6.53, 0.89, -0.61], [6.96, 1.99, -0.37], [5.29, 0.47, -0.43], [4.39, 1.36, 0.21], [8.65, 1.05, -2.16], [8.99, -0.69, -1.93], [9.17, 0.34, -0.57], [4.40, 1.29, 1.30], [3.38, 1.03, -0.04], [4.58, 2.37, -0.15], [0.71, -0.46, -6.63], [0.86, -0.39, -5.23], [1.03, -1.52, -4.54], [1.07, -2.63, -5.01], [1.14, -1.21, -3.26], [1.45, -2.28, -2.37], [1.60, -0.02, -7.10], [-0.11, 0.18, -6.95], [0.58, -1.48, -7.00], [1.96, -1.90, -1.48], [2.02, -3.04, -2.88], [0.47, -2.64, -2.04], [3.15, 2.04, -2.99], [3.95, 0.99, -3.51], [4.21, 1.00, -4.80], [3.83, 1.80, -5.62], [5.00, -0.05, -5.07], [5.42, -0.20, -6.42], [2.42, 2.42, -3.69], [3.84, 2.78, -2.58], [2.59, 1.69, -2.12], [4.59, -0.38, -7.09], [6.08, -1.05, -6.44], [5.99, 0.68, -6.72], [1.69, 2.69, 2.38], [1.13, 3.80, 3.10], [-0.01, 3.57, 3.73], [-0.65, 2.55, 3.73], [-0.38, 4.69, 4.35], [-1.53, 4.58, 5.17], [1.91, 1.82, 3.00], [2.62, 3.10, 1.99], [1.00, 2.35, 1.62], [-2.46, 4.50, 4.61], [-1.56, 5.47, 5.80], [-1.46, 3.72, 5.83], [-5.25, -1.06, 1.05], [-4.54, 0.10, 1.43], [-5.25, 1.24, 1.54], [-6.39, 1.37, 1.20], [-4.39, 2.18, 1.91], [-4.94, 3.45, 2.29], [-5.32, -1.79, 1.86], [-4.69, -1.55, 0.25], [-6.24, -0.87, 0.65], [-5.24, 3.99, 1.40], [-4.16, 3.97, 2.83], [-5.80, 3.28, 2.92], [1.08, 5.25, -2.62], [0.86, 4.29, -1.60], [-0.39, 4.29, -1.10], [-1.30, 4.93, -1.54], [-0.41, 3.43, -0.09], [-1.69, 2.99, 0.34], [0.83, 6.26, -2.33], [0.60, 4.99, -3.56], [2.16, 5.23, -2.80], [-2.47, 3.72, 0.14], [-1.65, 2.77, 1.41], [-2.02, 2.10, -0.20]], "lowdin_charge": [-0.0935, -0.0874, 0.0211, -0.5724, 0.1805, 0.0702, 0.1258, 0.1358, 0.1076, 0.1360, -0.0878, -0.0721, 0.0614, -0.5716, 0.1409, 0.0866, 0.1321, 0.1177, 0.1287, 0.1130, -0.1141, -0.1080, 0.0575, -0.5653, 0.1770, 0.0585, 0.1339, 0.1120, 0.1289, 0.1283, -0.0849, -0.0948, 0.0398, -0.5570, 0.1493, 0.0645, 0.1042, 0.1224, 0.0930, 0.1240, -0.0953, -0.1090, 0.0640, -0.5711, 0.1767, 0.0617, 0.1146, 0.1273, 0.1276, 0.0855, -0.1029, -0.1044, 0.0777, -0.5834, 0.1765, 0.0217, 0.1159, 0.1315, 0.1327, 0.1292, -0.0500, 0.0073, -0.6250, 0.1219, 0.0145, -0.0416, 0.0974, 0.0917, 0.0985, 0.0988, 0.0626, 0.0942, -0.0321, -0.0215, -0.6100, 0.1230, 0.0133, -0.0148, 0.0917, 0.0924, 0.0963, 0.0936, 0.1017, 0.0793, -0.0284, 0.0171, -0.6232, 0.1165, 0.0030, -0.0419, 0.0902, 0.1029, 0.0740, 0.0908, 0.0933, 0.0988, -0.0158, 0.0252, -0.6224, 0.1070, 0.0114, -0.0462, 0.1051, 0.0969, 0.0591, 0.0829, 0.0969, 0.0961, -0.0506, -0.0461, -0.6111, 0.1495, -0.0091, -0.0100, 0.0913, 0.0755, 0.1005, 0.1030, 0.0820, 0.1020, -0.0475, -0.0066, -0.6095, 0.1309, 0.0072, -0.0022, 0.1003, 0.0950, 0.0937, 0.1032, 0.0856, 0.0822], "e_homo_ev": -10.601, "de_lowest_kcal_mol": 0.0, "smiles": "COC(=O)OC.COC(=O)OC.COC(=O)OC.COC(=O)OC.COC(=O)OC.COC(=O)OC.O=C1OCCO1.O=C1OCCO1.O=C1OCCO1.O=C1OCCO1.O=C1OCCO1.O=C1OCCO1", "orbital_gap_ev": 10.16, "e_lumo_ev": -0.44}



6.
{"formula": "C22H29IrN4O2", "method": "wB97M-V/def2-TZVPD", "elements": ["Ir", "C", "N", "C", "C", "C", "C", "C", "C", "C", "N", "C", "C", "C", "C", "C", "C", "N", "C", "C", "H", "H", "H", "H", "H", "H", "H", "H", "H", "H", "H", "H", "H", "H", "H", "H", "H", "H", "H", "H", "O", "N", "C", "C", "C", "C", "C", "H", "H", "H", "H", "H", "C", "O", "H", "H", "H", "H"], "positions_angstrom": [[-0.60, 0.42, -0.75], [-2.86, -1.13, -1.88], [-1.51, -1.39, -1.33], [-0.71, -2.12, -2.33], [-1.65, -2.16, -0.08], [-1.97, -3.51, -0.10], [-2.06, -4.22, 1.08], [-1.78, -3.58, 2.28], [-1.47, -2.23, 2.32], [-1.44, -1.48, 1.14], [-1.10, -0.13, 1.02], [-0.93, 0.81, 2.03], [-1.40, 0.71, 3.34], [-1.11, 1.71, 4.26], [-0.36, 2.82, 3.90], [0.05, 2.96, 2.59], [-0.25, 1.98, 1.66], [0.06, 2.17, 0.23], [-0.78, 3.30, -0.28], [1.48, 2.54, 0.02], [-3.35, -2.08, -2.12], [-2.76, -0.53, -2.78], [-3.45, -0.60, -1.14], [-1.25, -2.99, -2.71], [0.23, -2.44, -1.89], [-0.50, -1.45, -3.16], [-2.16, -4.00, -1.04], [-2.31, -5.27, 1.07], [-1.80, -4.14, 3.21], [-1.22, -1.77, 3.26], [-2.01, -0.12, 3.64], [-1.48, 1.61, 5.27], [-0.13, 3.58, 4.63], [0.59, 3.85, 2.29], [-0.55, 4.21, 0.27], [-1.83, 3.05, -0.14], [-0.56, 3.45, -1.33], [1.69, 3.54, 0.40], [1.70, 2.50, -1.04], [2.11, 1.82, 0.55], [1.42, 0.05, -1.84], [2.41, -0.34, -1.05], [3.65, 0.10, -1.32], [4.72, -0.29, -0.55], [4.51, -1.14, 0.53], [3.22, -1.58, 0.79], [2.18, -1.17, -0.02], [3.72, 0.75, -2.18], [5.71, 0.08, -0.79], [5.34, -1.45, 1.15], [3.01, -2.25, 1.61], [1.15, -1.45, 0.12], [0.04, 1.43, -4.02], [-0.90, 1.27, -2.94], [0.47, 2.43, -4.01], [-0.46, 1.25, -4.97], [0.82, 0.70, -3.87], [-1.57, 1.97, -3.00]], "lowdin_charge": [1.2296, -0.0561, -0.3392, -0.0598, -0.2145, -0.0253, -0.0742, -0.0707, -0.0172, -0.2201, -0.1212, -0.2084, -0.0180, -0.0693, -0.0749, -0.0314, -0.2039, -0.3349, -0.0662, -0.0602, 0.0978, 0.0791, 0.0961, 0.0921, 0.0892, 0.0818, 0.1142, 0.1081, 0.1113, 0.0930, 0.0988, 0.1119, 0.1077, 0.1132, 0.0946, 0.0966, 0.0795, 0.0938, 0.0841, 0.0956, -0.2381, -0.1960, -0.0070, -0.0231, -0.0399, -0.0147, -0.0105, 0.1451, 0.1215, 0.1194, 0.1233, 0.1072, -0.0923, -0.2359, 0.0900, 0.0923, 0.0612, 0.0949], "e_homo_ev": [-9.329, -9.881], "multiplicity": 2, "de_lowest_kcal_mol": 0.0, "charge": 1, "orbital_gap_ev": [6.69, 7.14], "e_lumo_ev": [-2.64, -2.74]}